(1)
Below is the molecule C4H7I2P at a distorted geometry, with properties calculated with the ωB97M-V functional and the def2-TZVPD basis.

Last column: Mulliken charge in e.
Element x y z (Å)
I1 -1.05 2.97 3.06  -0.01
C1 -1.22 1.64 1.37  -0.48
C2 -0.31 0.71 1.15  -0.34
C3 -0.50 -0.39 0.10  -0.44
C4 0.87 -0.48 -0.65  -0.86
P1 1.70 0.91 -1.49  -0.12
I2 3.45 -0.38 -2.64  -0.10
H1 -2.05 1.96 0.71  0.38
H2 0.38 0.50 1.94  0.32
H3 -1.39 -0.31 -0.55  0.34
H4 -0.81 -1.32 0.63  0.29
H5 1.59 -0.80 -0.05  0.51
H6 0.76 -1.10 -1.50  0.43
H7 2.84 1.43 -0.72  0.07

For the HOMO energy, the calculation gives -8.869 eV. As for the multiplicity: 1. As for the SMILES: I/C=C/CCPI. For the maximum force, the calculation gives 4.48 eV/Å. The orbital gap comes out at 0.3227 hartree. The lowest unoccupied orbital energy is -0.09 eV. For the calculated total energy, the calculation gives -1093.293928 Ha.


(2)
Below is C24H38Cl2CsI2NO8P as an isolated structure at a distorted geometry, with properties calculated with the ωB97M-V functional and the def2-TZVPD basis.

Last column: Mulliken charge in e.
Element x y z (Å)
Cs1 10.54 11.39 8.92  1.15
C1 7.30 14.17 9.30  -0.37
O1 7.48 12.95 8.61  -0.08
C2 6.29 12.20 8.43  -0.46
C3 6.38 11.52 7.09  -0.61
O2 7.66 10.88 7.01  -0.05
C4 7.78 10.09 5.83  -0.73
C5 9.22 9.80 5.60  -0.39
O3 10.00 10.96 5.93  -0.30
C6 11.29 11.02 5.34  -0.47
H1 6.85 14.90 8.58  0.32
H2 6.69 14.16 10.21  0.34
H3 8.28 14.57 9.53  -0.16
H4 6.19 11.45 9.25  0.18
H5 5.39 12.86 8.46  0.39
H6 5.56 10.78 6.95  0.34
H7 6.31 12.30 6.30  0.33
H8 7.18 9.15 5.98  0.30
H9 7.27 10.57 5.00  0.38
H10 9.51 8.96 6.27  0.20
H11 9.44 9.45 4.55  0.39
H12 12.11 10.84 6.13  0.03
H13 11.42 10.38 4.48  0.42
H14 11.38 12.05 4.96  0.10
Cl1 11.84 15.57 5.68  -0.26
C7 12.22 15.79 7.24  0.13
C8 13.27 16.59 7.68  -0.46
C9 13.26 17.10 8.99  0.62
Cl2 14.47 18.09 9.62  -0.33
C10 12.25 16.73 9.87  0.59
C11 12.07 17.39 11.14  -0.74
C12 11.05 17.00 11.99  -0.80
C13 10.12 16.06 11.47  -0.21
N1 10.28 15.43 10.35  -0.23
C14 11.33 15.66 9.56  -0.19
C15 11.38 15.00 8.23  -0.03
O4 10.84 13.93 7.86  -0.68
H15 14.03 16.90 6.98  0.38
H16 12.77 18.19 11.43  0.30
H17 10.90 17.41 12.98  0.39
H18 9.13 15.94 12.01  0.32
I1 5.87 11.25 13.16  0.03
C16 7.96 11.06 13.26  -0.72
I2 8.90 9.41 12.20  0.10
H19 8.16 11.01 14.31  0.41
H20 8.41 11.94 12.77  0.19
C17 14.54 10.57 12.74  -1.49
C18 14.80 9.16 12.18  1.57
C19 14.58 8.02 13.17  -1.64
C20 16.17 9.01 11.51  -1.65
O5 13.70 8.97 11.25  -0.38
P1 13.35 9.52 9.77  1.22
O6 13.39 11.05 9.90  -0.96
O7 12.09 8.81 9.33  -0.79
O8 14.64 9.12 8.90  -0.52
C21 14.70 7.80 8.28  1.81
C22 16.19 7.67 7.97  -1.70
C23 13.93 7.94 6.99  -1.41
C24 14.21 6.70 9.18  -1.59
H21 15.41 10.89 13.32  0.34
H22 13.66 10.47 13.37  0.37
H23 14.31 11.21 11.91  0.35
H24 15.54 7.68 13.60  0.35
H25 14.15 7.15 12.66  0.40
H26 13.87 8.37 13.92  0.34
H27 17.03 9.28 12.16  0.48
H28 16.20 9.60 10.61  0.38
H29 16.31 7.99 11.26  0.42
H30 16.44 8.55 7.40  0.40
H31 16.40 6.76 7.38  0.37
H32 16.79 7.65 8.88  0.35
H33 14.52 8.63 6.39  0.38
H34 12.98 8.44 7.10  0.17
H35 13.79 6.99 6.48  0.40
H36 14.70 6.65 10.14  0.19
H37 14.40 5.71 8.71  0.52
H38 13.13 6.74 9.35  0.29

For the HOMO energy, the calculation gives -3.561 eV. Its total charge is -1. As for the multiplicity: 1. For the maximum force, the calculation gives 5.49 eV/Å. The orbital gap comes out at 0.1872 hartree. The lowest unoccupied orbital energy is 1.53 eV. For the calculated total energy, the calculation gives -3471.394338 Ha.


What did the first record say?
Below is the molecule C4H7I2P at a distorted geometry, with properties calculated with the ωB97M-V functional and the def2-TZVPD basis.

Last column: Mulliken charge in e.
Element x y z (Å)
I1 -1.05 2.97 3.06  -0.01
C1 -1.22 1.64 1.37  -0.48
C2 -0.31 0.71 1.15  -0.34
C3 -0.50 -0.39 0.10  -0.44
C4 0.87 -0.48 -0.65  -0.86
P1 1.70 0.91 -1.49  -0.12
I2 3.45 -0.38 -2.64  -0.10
H1 -2.05 1.96 0.71  0.38
H2 0.38 0.50 1.94  0.32
H3 -1.39 -0.31 -0.55  0.34
H4 -0.81 -1.32 0.63  0.29
H5 1.59 -0.80 -0.05  0.51
H6 0.76 -1.10 -1.50  0.43
H7 2.84 1.43 -0.72  0.07

For the HOMO energy, the calculation gives -8.869 eV. As for the multiplicity: 1. As for the SMILES: I/C=C/CCPI. For the maximum force, the calculation gives 4.48 eV/Å. The orbital gap comes out at 0.3227 hartree. The lowest unoccupied orbital energy is -0.09 eV. For the calculated total energy, the calculation gives -1093.293928 Ha.